Molecular formula: C5H11NO
Method: DFT, ωB97M-V/def2-TZVPD

```
! RIJCOSX wB97M-V def2-TZVPD def2/J DEFGRID3
* xyz 0 1
C 2.811 0.578 -0.149
N 1.371 0.636 -0.328
C 0.545 -0.299 0.234
O 0.943 -1.112 1.051
C -0.905 -0.316 -0.266
C -1.641 -1.482 0.383
C -1.673 0.989 -0.032
H 3.210 1.382 0.485
H 3.318 0.544 -1.123
H 3.030 -0.353 0.374
H 0.974 1.281 -0.993
H -0.855 -0.475 -1.354
H -1.721 -1.309 1.461
H -1.105 -2.423 0.243
H -2.649 -1.581 -0.035
H -2.683 0.861 -0.438
H -1.758 1.240 1.035
H -1.214 1.838 -0.547
*
```

* SMILES string: CNC(=O)C(C)C
* highest occupied orbital energy: -0.3540 hartree
* frontier orbital gap: 10.52 eV
* lowest unoccupied orbital energy: 0.890 eV
* strongest force on any atom: 0.4 eV/A
* energy relative to the best compared isomer or geometry (same formula, charge and spin): 16.8 kJ/mol
* E_tot: -327.1249 hartree

These are the natural (NBO) partial charges, in e, on atoms 1 to 2:
1. C -0.424
2. N -0.623